The following is a quantum chemistry calculation of a molecular structure, C25H63BeN4O8 in a non-equilibrium geometry, from OMol25.

ORCA input file:
```
! wB97M-V def2-TZVPD RIJCOSX def2/J DEFGRID3
* xyz 1 1
Be -5.613 -0.998 2.226
C -1.052 -0.256 -3.082
C -0.739 -0.054 -1.633
C -0.498 1.445 -1.345
O -1.726 -0.560 -0.743
H -1.998 0.216 -3.346
H -1.131 -1.338 -3.189
H -0.317 0.020 -3.838
H 0.185 -0.612 -1.480
H -1.373 2.092 -1.401
H 0.322 1.868 -1.926
H -0.075 1.590 -0.351
C -6.881 0.624 -0.946
O -7.507 -0.528 -0.272
C -8.245 -1.267 -1.149
C -9.021 -2.324 -0.232
N -7.943 -3.311 0.032
C -8.106 -4.291 1.061
C -6.823 -5.084 1.381
O -5.879 -4.184 1.793
C -4.564 -4.725 1.707
H -6.378 0.224 -1.826
H -6.149 1.025 -0.244
H -7.524 1.417 -1.327
H -7.570 -1.718 -1.877
H -8.847 -0.585 -1.749
H -9.942 -2.742 -0.638
H -9.152 -1.784 0.706
H -7.603 -3.785 -0.793
H -8.908 -5.018 0.931
H -8.489 -3.834 1.973
H -6.478 -5.589 0.479
H -6.965 -5.845 2.148
H -3.847 -3.905 1.751
H -4.455 -5.289 0.781
H -4.365 -5.522 2.424
C 5.277 -0.381 6.280
O 4.205 -0.772 5.434
C 4.530 -1.409 4.196
C 3.198 -1.654 3.364
N 2.943 -2.847 2.580
C 4.129 -3.091 1.796
C 3.986 -4.224 0.751
O 5.227 -4.470 0.061
C 5.325 -3.889 -1.207
H 5.880 -1.248 6.551
H 4.875 0.057 7.194
H 6.020 0.282 5.835
H 4.883 -2.393 4.505
H 5.176 -0.797 3.567
H 3.186 -0.841 2.638
H 2.371 -1.618 4.074
H 2.100 -2.543 2.114
H 4.944 -3.240 2.504
H 4.262 -2.113 1.335
H 3.242 -3.923 0.014
H 3.696 -5.117 1.306
H 4.518 -4.144 -1.894
H 6.257 -4.202 -1.676
H 5.398 -2.805 -1.113
C 4.436 2.989 -8.910
O 5.667 2.296 -9.043
C 6.879 2.997 -8.533
C 7.081 2.708 -7.033
N 6.302 3.488 -6.103
C 6.161 2.891 -4.811
C 5.592 3.794 -3.825
O 6.300 4.958 -3.536
C 5.664 5.826 -2.560
H 3.995 3.148 -7.926
H 3.715 2.284 -9.322
H 4.401 3.900 -9.506
H 6.895 4.060 -8.773
H 7.635 2.464 -9.108
H 8.138 2.711 -6.767
H 6.697 1.693 -6.930
H 6.769 4.350 -5.860
H 7.096 2.407 -4.529
H 5.469 2.063 -4.967
H 5.568 3.317 -2.845
H 4.592 4.191 -3.995
H 6.273 6.701 -2.335
H 5.621 5.208 -1.663
H 4.688 6.191 -2.881
C -3.696 4.164 5.295
C -3.613 2.701 4.922
C -3.334 1.793 6.102
O -3.324 0.455 5.658
C -3.007 -0.490 6.679
N -4.849 2.523 4.157
H -3.765 4.817 4.424
H -2.836 4.648 5.757
H -4.505 4.426 5.977
H -2.763 2.646 4.242
H -4.157 2.051 6.769
H -2.351 2.140 6.420
H -3.275 -1.527 6.476
H -3.585 -0.317 7.587
H -1.931 -0.642 6.766
H -5.617 2.696 4.789
H -5.000 3.292 3.520
*
```

Summary:
HOMO-LUMO gap (Ha): 0.06135

Mulliken atomic charge list, values in e, 6 entries:
1 Be 0.62
2 C -1.20
3 C 0.64
4 C -1.18
5 O -0.31
6 H 0.30

***

The following is a quantum chemistry calculation of 16 unconnected molecules or ions with the total composition C25H63N13O32 in a non-equilibrium geometry, from OMol25.

ORCA input file:
```
! wB97M-V def2-TZVPD RIJCOSX def2/J DEFGRID3
* xyz 0 1
C 1.452 -5.204 -2.652
N 1.976 -6.449 -3.293
O 1.148 -7.330 -3.473
O 3.170 -6.558 -3.644
H 1.171 -5.382 -1.614
H 0.717 -4.773 -3.331
H 2.360 -4.601 -2.688
C 0.820 -0.280 0.294
N 0.639 0.991 -0.330
O 1.607 1.313 -1.005
O -0.544 1.420 -0.382
H 1.772 -0.379 0.814
H 0.680 -0.984 -0.527
H -0.042 -0.423 0.946
C -5.775 -1.083 2.741
N -4.729 0.048 2.729
O -4.855 0.938 3.578
O -3.931 0.071 1.802
H -5.570 -1.760 3.571
H -5.735 -1.638 1.804
H -6.808 -0.747 2.831
C 6.816 1.565 1.974
N 7.653 1.474 0.788
O 7.409 2.201 -0.156
O 8.475 0.599 0.655
H 6.993 2.627 2.141
H 7.289 1.093 2.835
H 5.758 1.375 1.791
C 2.735 3.794 3.921
N 3.659 3.115 2.950
O 3.156 2.533 2.017
O 4.852 3.260 3.149
H 2.655 4.818 3.555
H 3.112 3.804 4.943
H 1.681 3.516 3.891
C -1.068 7.603 -2.115
N -1.857 6.321 -1.965
O -2.886 6.271 -2.678
O -1.524 5.431 -1.243
H -1.811 8.338 -2.426
H -0.224 7.514 -2.799
H -0.827 7.761 -1.063
C 4.873 -3.087 4.923
N 5.679 -2.046 4.164
O 5.198 -0.941 3.764
O 6.744 -2.473 3.928
H 4.745 -3.851 4.156
H 3.962 -2.643 5.323
H 5.386 -3.570 5.755
C -2.714 -4.323 -0.311
N -1.289 -3.819 -0.322
O -0.704 -3.820 0.786
O -0.773 -3.451 -1.401
H -2.605 -5.405 -0.249
H -3.217 -4.131 -1.258
H -3.139 -3.795 0.543
C 5.473 -1.454 -0.725
N 4.495 -2.515 -0.547
O 3.414 -2.356 -1.055
O 4.938 -3.512 0.026
H 6.427 -1.963 -0.863
H 5.390 -0.795 0.139
H 5.343 -0.901 -1.655
C -4.803 2.466 -2.662
N -4.641 2.122 -4.070
O -4.329 2.996 -4.891
O -4.888 0.919 -4.387
H -3.960 2.024 -2.131
H -5.715 2.021 -2.263
H -4.873 3.539 -2.481
C 5.118 4.663 -1.408
N 3.685 5.086 -1.360
O 3.202 5.340 -2.449
O 3.076 5.077 -0.268
H 5.226 3.921 -2.199
H 5.252 4.177 -0.441
H 5.764 5.498 -1.681
C -2.672 3.887 1.229
N -4.094 4.308 1.089
O -4.691 3.878 0.200
O -4.612 5.036 1.945
H -2.093 4.567 1.853
H -2.214 3.845 0.241
H -2.690 2.883 1.652
C 1.013 -3.290 3.317
N -0.202 -2.592 3.965
O -1.248 -3.194 4.035
O 0.029 -1.494 4.425
H 1.241 -2.648 2.466
H 0.705 -4.238 2.875
H 1.904 -3.348 3.942
O -0.318 -1.381 -6.311
C -1.214 -0.799 -5.676
O -1.204 -0.612 -4.284
C -0.180 -1.266 -3.474
C 1.259 -0.740 -3.731
C -2.491 -0.156 -6.289
H -0.179 -2.322 -3.745
H -0.480 -1.212 -2.427
H 1.440 0.277 -3.386
H 1.368 -0.788 -4.815
H 1.981 -1.261 -3.101
H -2.661 -0.289 -7.358
H -2.398 0.802 -5.779
H -3.273 -0.663 -5.724
O -2.934 5.373 6.302
C -2.996 5.286 5.082
O -2.894 4.215 4.321
C -2.784 2.868 4.829
C -1.321 2.545 5.283
C -2.907 6.518 4.225
H -2.834 2.364 3.863
H -3.641 2.560 5.428
H -1.309 2.771 6.350
H -0.649 3.233 4.770
H -1.075 1.491 5.158
H -2.000 6.230 3.694
H -2.676 7.313 4.934
H -3.751 6.781 3.587
O -4.166 -5.454 -4.595
C -3.049 -5.228 -4.074
O -2.447 -6.093 -3.295
C -3.031 -7.307 -2.787
C -2.008 -8.303 -2.083
C -2.236 -4.007 -4.316
H -3.324 -7.898 -3.656
H -3.945 -7.146 -2.217
H -2.420 -9.244 -1.718
H -1.685 -7.714 -1.224
H -1.093 -8.327 -2.674
H -1.563 -4.150 -5.161
H -1.751 -3.912 -3.345
H -2.851 -3.150 -4.588
*
```

Summary:
HOMO-LUMO gap (Ha): 0.32590

Mulliken atomic charge list, values in e, 6 entries:
1 C -0.36
2 N 0.91
3 O -0.57
4 O -0.56
5 H 0.20
6 H 0.11